21
Properties=species:S:1:pos:R:3:forces:R:3 method="wB97M-V/def2-TZVPD" homo_ev=-9.0 relative_energy_kcal_mol=62.2 smiles="CN(C)C(N)=O.CC=O" energy_ev=-12453.2834 orbital_gap_ev=9.91
C 0.677911 1.798280 0.049517 -0.921 0.122 0.072
N 0.554261 0.352127 -0.209284 0.975 -0.658 0.472
C 1.406132 -0.050037 -1.340315 0.300 0.034 0.473
C 0.755320 -0.541029 1.027640 1.700 0.737 -1.045
N 0.773276 0.075283 2.265948 -0.208 -0.171 -0.714
O 1.150722 -1.669858 0.851735 -0.702 0.344 -0.032
H 0.825797 2.358536 -0.872353 0.278 -0.321 -0.150
H 1.448892 2.058861 0.772725 0.199 -0.190 -0.108
H -0.271988 2.170793 0.430131 -0.092 -0.125 0.288
H 1.023316 0.382313 -2.265456 -0.245 -0.158 0.088
H 2.413957 0.348999 -1.208604 0.186 -0.126 0.004
H 1.455356 -1.133387 -1.377708 -0.065 0.022 -0.173
H 0.032256 0.745043 2.414562 -0.040 0.019 -0.115
H 0.813313 -0.624515 2.994721 0.028 0.037 -0.044
C -1.922434 -1.468476 -0.765586 0.396 -0.628 -0.209
C -1.472308 -0.113661 -0.271824 -2.596 1.003 4.142
O -1.509170 0.117149 0.994078 -1.079 -0.698 -2.491
H -2.497498 -1.360346 -1.690028 0.325 -0.038 -0.029
H -2.592747 -1.901830 -0.020536 0.046 0.340 0.147
H -1.153168 -2.229077 -0.878139 0.328 0.134 -0.231
H -1.911196 0.684834 -0.901223 1.187 0.320 -0.346